1.
Here is a molecular structure, C14H30NNiO3P2 in a non-equilibrium geometry from the Open Molecules 2025 dataset. Energies are from wB97M-V/def2-TZVPD.

Gap between HOMO and LUMO (alpha / beta) in eV: 8.379 / 8.407
⟨S²⟩: 2.01
Relative energy (zero: lowest compared OMol25 entry of this formula, charge and spin) in kJ/mol: 0.00
Max |F| in hartree/bohr: 0.0474

```
! wB97M-V def2-TZVPD RIJCOSX def2/J DEFGRID3
* xyz 1 3
Ni -0.437 -0.187 -0.370
P 0.711 -1.954 0.272
C 2.407 -1.697 -0.324
C 2.343 -0.464 -1.225
N 1.233 0.316 -1.228
C 1.236 1.612 -1.666
C 2.291 2.036 -2.471
C 3.378 1.202 -2.639
C 3.446 -0.027 -1.977
C 0.058 2.478 -1.282
P -0.495 2.019 0.489
H 4.352 -0.637 -1.985
H 2.228 3.039 -2.900
H 4.194 1.509 -3.328
H 0.286 3.548 -1.366
H -0.794 2.207 -1.925
H 3.149 -1.610 0.449
H 2.705 -2.631 -0.879
H 3.166 0.550 2.291
O 4.115 0.478 2.171
H 4.284 -0.168 2.871
H 0.354 0.882 2.571
O 0.731 0.409 3.311
H 0.892 1.118 3.940
C 0.271 3.470 1.355
H 0.168 4.369 0.714
H -0.229 3.688 2.313
H 1.343 3.306 1.542
C -2.275 2.547 0.557
H -2.548 2.375 1.608
H -2.506 3.596 0.306
H -2.896 1.872 -0.051
C 0.204 -3.448 -0.647
H 1.085 -4.126 -0.597
H -0.709 -3.954 -0.267
H -0.004 -3.165 -1.693
C 0.791 -2.482 2.005
H -0.133 -2.994 2.328
H 1.656 -3.159 2.103
H 0.932 -1.580 2.621
C -4.308 -0.613 -1.534
C -3.272 -0.942 -0.487
C -3.520 -2.282 0.159
O -2.025 -0.852 -1.071
H -4.218 -1.300 -2.375
H -4.161 0.399 -1.901
H -5.311 -0.665 -1.119
H -3.366 -0.199 0.307
H -3.385 -3.105 -0.542
H -2.877 -2.446 1.021
H -4.538 -2.336 0.545
*
```

Atom charges from the Mulliken analysis, given in e for atoms 1 to 8: Ni 0.467; P 1.284; C -1.391; C 0.471; N -0.008; C 0.730; C -0.887; C -0.343


2.
Here is a single C3H7N3 molecule in a non-equilibrium geometry from the Open Molecules 2025 dataset. Energies are from wB97M-V/def2-TZVPD.

Gap between HOMO and LUMO (alpha / beta) in eV: 8.649 / 7.831
Relative energy (zero: lowest compared OMol25 entry of this formula, charge and spin) in kJ/mol: 637.29
Max |F| in hartree/bohr: 0.0821

```
! wB97M-V def2-TZVPD RIJCOSX def2/J DEFGRID3
* xyz 0 1
C 1.130 -0.857 1.000
C 1.247 -1.609 -0.007
C 0.432 0.656 0.920
N 0.553 0.552 -1.321
N -0.213 0.836 -0.287
N -1.601 0.570 -0.480
H 1.361 -0.954 2.155
H 1.339 -1.659 -1.072
H -0.159 0.938 1.776
H 1.369 1.332 0.859
H -0.057 0.096 -2.090
H -1.761 -0.491 -0.440
H -1.843 0.721 -1.490
*
```

Atom charges from the Mulliken analysis, given in e for atoms 1 to 8: C -0.273; C -0.339; C -0.406; N -0.887; N 0.711; N -0.789; H 0.233; H 0.347


3.
Here is 2 unconnected molecules or ions with the total composition C6H13N4 in a non-equilibrium geometry from the Open Molecules 2025 dataset. Energies are from wB97M-V/def2-TZVPD.

Gap between HOMO and LUMO in eV: 10.230
Relative energy (zero: lowest compared OMol25 entry of this formula, charge and spin) in kJ/mol: 311.35
Max |F| in hartree/bohr: 0.0740

```
! wB97M-V def2-TZVPD RIJCOSX def2/J DEFGRID3
* xyz 1 1
C -2.640 0.235 0.455
C 2.266 0.274 -1.043
C 2.359 -1.067 -0.302
C 0.837 0.728 -0.775
C 1.087 -0.149 1.552
C 1.905 -1.113 1.107
N -3.408 -0.309 -0.305
N 0.596 0.905 0.633
N -1.872 0.511 1.387
N -4.204 -0.186 -1.445
H 3.088 0.931 -0.765
H 2.288 -0.032 -2.046
H 1.561 -1.607 -0.969
H 3.370 -1.463 -0.447
H 0.855 1.675 -1.328
H 0.233 -0.062 -1.176
H 0.608 -0.197 2.505
H 2.234 -1.831 1.924
H 0.967 1.850 0.915
H -2.325 0.479 2.333
H -0.494 0.896 0.934
H -4.749 0.610 -1.440
H -4.562 -1.076 -1.706
*
```

Atom charges from the Mulliken analysis, given in e for atoms 1 to 8: C 0.370; C -0.786; C -0.480; C -0.609; C -0.441; C -0.255; N -0.007; N -0.003


It is found that the M values, taken in the order of the records, are 381.04, 85.11, 141.20 g mol⁻¹.